(1)
Here is C4H6N4 in the gas phase in a non-equilibrium geometry from OMol25. Energies are from the ωB97M-V functional and the def2-TZVPD basis.

Properties
**Net charge**: 0
**LUMO energy**: 0.494 eV
**HOMO-LUMO gap**: 9.47 eV
**Highest occupied orbital energy**: -9.0 eV

XYZ file:
```
14
C4H6N4 the ωB97M-V functional and the def2-TZVPD basis
C 2.437 0.621 -0.103
N 2.033 -0.610 0.230
C 0.637 -0.601 0.001
N 0.472 0.583 -0.730
N 1.484 1.468 -0.759
N -0.915 0.936 -0.842
C -1.672 -0.012 -0.094
C -0.748 -1.100 0.497
H 3.449 0.625 -0.087
H -1.049 1.852 -0.021
H -2.301 -0.602 -0.786
H -2.067 0.297 0.818
H -0.838 -1.213 1.746
H -0.924 -2.242 0.129
```

(2)
Here is 2 unconnected molecules or ions with the total composition C4H6N4 in a non-equilibrium geometry from OMol25. Energies are from the ωB97M-V functional and the def2-TZVPD basis.

Properties
**Net charge**: 0
**LUMO energy**: -0.392 eV
**HOMO-LUMO gap**: 9.56 eV
**Highest occupied orbital energy**: -10.0 eV

XYZ file:
```
14
C4H6N4 the ωB97M-V functional and the def2-TZVPD basis
C -2.242 0.334 0.351
C 0.526 -1.215 -0.448
C -0.560 0.705 -0.822
C 1.172 0.779 0.933
N -2.900 0.158 1.269
N -0.462 -1.357 -1.560
N -1.022 -0.270 -1.752
N 0.530 0.210 -0.214
H 0.189 -1.792 0.505
H 1.477 -1.632 -0.917
H -0.805 1.781 -1.012
H 1.321 1.801 0.870
H 0.722 0.301 1.896
H 2.052 0.199 0.902
```

(3)
Here is a molecular structure, C4H6N4 in a non-equilibrium geometry from OMol25. Energies are from the ωB97M-V functional and the def2-TZVPD basis.

Properties
**Net charge**: 0
**LUMO energy**: 0.660 eV
**HOMO-LUMO gap**: 9.53 eV
**Highest occupied orbital energy**: -8.9 eV

XYZ file:
```
14
C4H6N4 the ωB97M-V functional and the def2-TZVPD basis
C 1.678 -0.966 0.322
C 0.684 1.080 -0.400
C -0.864 0.739 -0.002
C -0.497 -0.469 -0.357
H 1.482 -2.127 0.611
H 2.883 -0.716 0.049
H 1.272 -0.363 1.337
H 0.610 1.898 -1.112
H 1.329 1.723 0.173
H -3.086 1.140 0.721
N 0.832 -0.339 -0.787
N -2.190 0.623 0.087
N -2.589 -0.776 -0.161
N -1.543 -1.446 -0.481
```

(4)
Here is C4H6N4 in the gas phase in a non-equilibrium geometry from OMol25. Energies are from the ωB97M-V functional and the def2-TZVPD basis.

Properties
**Net charge**: 0
**LUMO energy**: 0.458 eV
**HOMO-LUMO gap**: 11.07 eV
**Highest occupied orbital energy**: -10.6 eV

XYZ file:
```
14
C4H6N4 the ωB97M-V functional and the def2-TZVPD basis
N -0.881 1.406 -3.266
C -0.661 0.770 -2.324
C -0.482 0.113 -1.036
N -1.471 0.756 -0.199
C -1.051 -1.426 -1.265
N -1.658 -2.373 -1.475
C 0.967 0.104 -0.584
N 1.083 -0.667 0.590
H -2.448 0.617 -0.287
H -1.152 0.584 0.753
H 1.601 -0.399 -1.250
H 1.144 1.100 -0.462
H 0.403 -0.286 1.260
H 0.844 -1.637 0.518
```

(5)
Here is 2 unconnected molecules or ions with the total composition C4H6N4O in a non-equilibrium geometry from OMol25. Energies are from the ωB97M-V functional and the def2-TZVPD basis.

Properties
**Net charge**: 0
**LUMO energy (spin up / spin down)**: -0.724 / -0.239 eV
**HOMO-LUMO gap (spin up / spin down)**: 7.35 / 8.92 eV
**Highest occupied orbital energy (spin up / spin down)**: -8.1 / -9.2 eV

XYZ file:
```
15
C4H6N4O the ωB97M-V functional and the def2-TZVPD basis
C 3.299 -0.574 -1.327
C 1.481 -0.320 -0.388
C -1.269 0.053 -0.218
C -2.829 0.444 1.497
N 2.006 -0.756 -1.494
N 3.665 0.020 -0.167
N -1.685 -0.287 -1.291
N 2.435 0.115 0.422
O -1.505 0.121 1.054
H 4.032 -0.653 -2.151
H -3.113 1.263 0.708
H -2.753 0.765 2.485
H -3.364 -0.490 1.364
H -2.649 -0.339 -1.785
H 2.248 0.638 1.289
```

(6)
Here is 2 unconnected molecules or ions with the total composition C4H6N4O3S in a non-equilibrium geometry from OMol25. Energies are from the ωB97M-V functional and the def2-TZVPD basis.

Properties
**Net charge**: -2
**LUMO energy (spin up / spin down)**: 6.214 / 6.170 eV
**HOMO-LUMO gap (spin up / spin down)**: 8.23 / 8.22 eV
**Highest occupied orbital energy (spin up / spin down)**: -2.0 / -2.0 eV

XYZ file:
```
18
C4H6N4O3S the ωB97M-V functional and the def2-TZVPD basis
C 2.066 -0.216 -0.182
C -0.445 1.824 -0.110
C -1.261 0.474 0.085
C -0.644 -0.883 -0.334
N 3.824 0.882 -0.372
N 2.975 0.109 -1.092
N 2.299 0.290 1.027
N 3.446 0.899 0.874
O -1.823 -2.188 1.718
O -2.891 -1.968 -0.450
O -0.958 -3.464 -0.032
S -1.624 -2.183 0.272
H -0.567 2.082 -1.172
H 0.745 1.807 -0.007
H -0.790 2.705 0.403
H -2.279 0.493 -0.360
H -1.507 0.411 1.134
H -0.565 -1.073 -1.402
```

(7)
Here is C4H6N4OS in the gas phase in a non-equilibrium geometry from OMol25. Energies are from the ωB97M-V functional and the def2-TZVPD basis.

Properties
**Net charge**: 0
**LUMO energy**: 0.156 eV
**HOMO-LUMO gap**: 8.95 eV
**Highest occupied orbital energy**: -8.8 eV

XYZ file:
```
16
C4H6N4OS the ωB97M-V functional and the def2-TZVPD basis
N -2.400 1.180 -0.346
C -2.509 -0.266 -0.186
O -3.337 -0.977 -0.761
C -1.406 -0.826 0.716
C -0.015 -0.326 0.332
N 0.365 0.937 0.348
N 1.674 1.112 0.090
C 2.375 0.004 -0.266
N 3.629 0.006 -0.595
S 1.326 -1.414 -0.116
H -1.679 1.631 -0.210
H -3.334 1.384 -0.823
H -1.638 -0.535 1.982
H -1.524 -1.754 0.579
H 4.212 0.778 -0.315
H 4.260 -0.932 -0.429
```

(8)
Here is 2 unconnected molecules or ions with the total composition C4H6N5O in a non-equilibrium geometry from OMol25. Energies are from the ωB97M-V functional and the def2-TZVPD basis.

Properties
**Net charge**: +1
**LUMO energy (spin up / spin down)**: -5.507 / -5.507 eV
**HOMO-LUMO gap (spin up / spin down)**: 9.11 / 9.11 eV
**Highest occupied orbital energy (spin up / spin down)**: -14.6 / -14.6 eV

XYZ file:
```
16
C4H6N5O the ωB97M-V functional and the def2-TZVPD basis
C -1.324 -0.379 1.590
C 0.397 1.434 -0.434
C -0.313 -0.039 -0.325
C 0.613 -0.657 0.674
N 0.883 -3.587 0.051
N -0.086 -0.791 1.802
N 0.596 -2.554 -0.177
N -1.524 0.030 0.378
N 1.238 1.536 -1.473
O 0.089 2.278 0.365
H -2.261 -0.161 2.160
H -0.384 -0.283 -1.393
H 1.635 -0.381 0.667
H -2.489 0.335 0.063
H 1.379 0.734 -2.240
H 1.551 2.485 -1.707
```

(9)
Here is 2 unconnected molecules or ions with the total composition C4H6N5O2 in a non-equilibrium geometry from OMol25. Energies are from the ωB97M-V functional and the def2-TZVPD basis.

Properties
**Net charge**: -1
**LUMO energy (spin up / spin down)**: 2.258 / 3.705 eV
**HOMO-LUMO gap (spin up / spin down)**: 6.53 / 8.06 eV
**Highest occupied orbital energy (spin up / spin down)**: -4.3 / -4.4 eV

XYZ file:
```
17
C4H6N5O2 the ωB97M-V functional and the def2-TZVPD basis
C -0.818 1.257 -0.714
C -0.929 1.412 -2.085
C 0.462 0.670 -0.555
C 0.659 0.492 1.779
N 0.107 0.910 -2.760
N 0.651 -2.197 0.400
N 1.068 0.583 -1.794
N 1.228 0.362 0.471
N -0.401 -2.608 0.931
O -1.178 -1.953 1.687
O -0.623 -3.827 0.710
H -1.605 1.651 -0.085
H -1.784 1.789 -2.588
H -0.366 0.297 1.901
H 1.188 -0.245 2.503
H 0.641 1.615 2.079
H 1.701 -0.210 -1.879
```

(10)
Here is a gas-phase ion, C4H6N5O2 (charge -1) in a non-equilibrium geometry from OMol25. Energies are from the ωB97M-V functional and the def2-TZVPD basis.

Properties
**Net charge**: -1
**LUMO energy**: 4.031 eV
**HOMO-LUMO gap**: 8.68 eV
**Highest occupied orbital energy**: -4.6 eV

XYZ file:
```
17
C4H6N5O2 the ωB97M-V functional and the def2-TZVPD basis
C -0.201 -2.675 -0.258
C -0.575 -1.232 -0.176
N -1.741 -0.898 0.270
N -1.773 0.402 0.520
C -0.613 0.913 0.230
C -0.247 2.313 0.218
N 0.250 -0.144 -0.189
N 1.546 -0.132 -0.578
N 2.415 0.266 0.321
O 2.114 0.610 1.454
O 3.570 0.384 -0.191
H -0.114 -3.133 0.696
H -0.688 -3.376 -0.901
H 0.838 -2.547 -0.688
H -1.033 2.798 0.675
H 0.635 2.640 0.725
H -0.181 2.635 -0.796
```

(11)
Here is a gas-phase ion, C4H6N5O4 (charge -1) in a non-equilibrium geometry from OMol25. Energies are from the ωB97M-V functional and the def2-TZVPD basis.

Properties
**Net charge**: -1
**LUMO energy**: 3.500 eV
**HOMO-LUMO gap**: 8.28 eV
**Highest occupied orbital energy**: -4.8 eV

XYZ file:
```
19
C4H6N5O4 the ωB97M-V functional and the def2-TZVPD basis
C -1.334 0.129 2.700
C 0.398 1.413 0.046
C 0.461 0.108 -0.731
C -0.711 -0.290 1.283
N 1.152 -0.841 0.060
N -0.980 -0.466 -0.980
N 0.420 -0.986 1.335
N -1.600 -0.440 0.311
N -0.432 2.348 -0.379
O -2.547 0.276 2.753
O -0.347 3.510 0.032
O -0.480 -0.049 3.590
O -1.366 2.021 -1.164
H 1.079 1.790 0.745
H 0.952 0.287 -1.617
H 1.394 -1.675 -0.439
H -1.369 0.410 -1.384
H 0.792 -0.655 2.270
H -2.215 0.333 0.479
```

(12)
Here is C4H6N5OP in the gas phase in a non-equilibrium geometry from OMol25. Energies are from the ωB97M-V functional and the def2-TZVPD basis.

Properties
**Net charge**: 0
**LUMO energy**: -0.175 eV
**HOMO-LUMO gap**: 10.03 eV
**Highest occupied orbital energy**: -10.2 eV

XYZ file:
```
17
C4H6N5OP the ωB97M-V functional and the def2-TZVPD basis
N 0.026 -2.639 -1.155
C 0.341 -1.948 -0.307
C 0.935 -0.981 0.657
C 1.664 0.152 -0.107
O 0.705 0.933 -0.772
P -0.356 1.903 -0.110
N -2.020 0.644 0.034
N -2.960 0.768 -0.834
C -3.790 -0.194 -0.499
N -3.287 -0.902 0.612
N -2.154 -0.365 0.887
H -0.007 -0.693 1.125
H 1.520 -1.704 1.257
H 2.302 -0.134 -0.894
H 2.243 0.822 0.480
H -0.582 2.714 -1.364
H -4.707 -0.195 -0.993
```

(13)
Here is C4H6N8 in the gas phase in a non-equilibrium geometry from OMol25. Energies are from the ωB97M-V functional and the def2-TZVPD basis.

Properties
**Net charge**: 0
**LUMO energy**: 0.100 eV
**HOMO-LUMO gap**: 10.62 eV
**Highest occupied orbital energy**: -10.5 eV

XYZ file:
```
18
C4H6N8 the ωB97M-V functional and the def2-TZVPD basis
C -2.165 -0.131 0.495
N -2.549 -1.457 0.339
N -1.878 -1.905 -0.652
N -0.982 -1.038 -1.156
N -1.181 0.102 -0.391
C -0.427 1.295 -0.680
C 0.674 1.375 0.360
N 1.484 0.173 0.188
C 1.374 -1.011 0.902
N 2.111 -1.979 0.337
N 2.699 -1.380 -0.695
N 2.254 -0.132 -0.770
H -2.448 0.539 1.122
H 0.048 1.209 -1.721
H -1.152 1.942 -0.658
H 1.189 2.149 -0.186
H 0.295 1.547 1.460
H 0.653 -1.298 1.706
```

(14)
Here is a gas-phase ion, C4H6NO (charge -1) in a non-equilibrium geometry from OMol25. Energies are from the ωB97M-V functional and the def2-TZVPD basis.

Properties
**Net charge**: -1
**LUMO energy (spin up / spin down)**: 4.278 / 4.277 eV
**HOMO-LUMO gap (spin up / spin down)**: 6.06 / 6.06 eV
**Highest occupied orbital energy (spin up / spin down)**: -1.8 / -1.8 eV

XYZ file:
```
12
C4H6NO the ωB97M-V functional and the def2-TZVPD basis
C 0.455 -1.495 0.215
C -0.160 -0.349 0.146
C 0.832 0.773 0.244
C -1.638 -0.034 -0.162
N 2.140 0.043 0.370
O 2.888 0.107 -0.616
H -0.121 -2.519 0.289
H 0.859 1.699 -0.568
H 0.776 1.364 1.126
H -1.706 0.298 -1.261
H -1.945 0.961 0.221
H -2.380 -0.849 -0.004
```

(15)
Here is a gas-phase ion, C4H6NO (charge +1) in a non-equilibrium geometry from OMol25. Energies are from the ωB97M-V functional and the def2-TZVPD basis.

Properties
**Net charge**: +1
**LUMO energy**: -5.707 eV
**HOMO-LUMO gap**: 8.42 eV
**Highest occupied orbital energy**: -14.1 eV

XYZ file:
```
12
C4H6NO the ωB97M-V functional and the def2-TZVPD basis
C 2.445 0.579 -0.540
C -0.976 1.399 0.868
C 1.750 -0.558 -0.375
C 0.212 -0.135 -0.493
N -0.325 0.354 0.729
O 2.834 1.628 -0.827
H -1.473 2.028 0.076
H -1.083 1.811 1.953
H 1.947 -1.353 -1.162
H 1.868 -1.053 0.699
H 0.179 0.649 -1.313
H -0.206 -1.150 -0.565
```

(16)
Here is a gas-phase ion, C4H6NO (charge +1) in a non-equilibrium geometry from OMol25. Energies are from the ωB97M-V functional and the def2-TZVPD basis.

Properties
**Net charge**: +1
**LUMO energy**: -5.709 eV
**HOMO-LUMO gap**: 9.96 eV
**Highest occupied orbital energy**: -15.7 eV

XYZ file:
```
12
C4H6NO the ωB97M-V functional and the def2-TZVPD basis
C 0.001 0.420 -0.338
C -2.311 -0.229 0.522
C -1.347 0.707 -0.344
C 2.013 -0.542 0.087
N -2.473 -0.438 -0.664
O 0.585 -0.646 -0.035
H 0.603 1.298 -0.639
H -2.405 -0.632 1.557
H -1.616 1.809 -0.550
H 2.405 -0.006 -0.753
H 2.308 -1.569 0.078
H 2.237 -0.172 1.078
```

(17)
Here is a gas-phase ion, C4H6NO (charge +1) in a non-equilibrium geometry from OMol25. Energies are from the ωB97M-V functional and the def2-TZVPD basis.

Properties
**Net charge**: +1
**LUMO energy**: -4.311 eV
**HOMO-LUMO gap**: 9.32 eV
**Highest occupied orbital energy**: -13.6 eV

XYZ file:
```
12
C4H6NO the ωB97M-V functional and the def2-TZVPD basis
C 1.520 0.810 -0.170
C 0.350 0.266 0.037
N 0.367 -1.256 0.025
C -1.018 0.878 0.051
C -2.065 0.137 -0.039
O -3.126 -0.283 -0.077
H 2.470 0.280 -0.117
H 1.495 1.919 0.037
H -0.375 -1.564 0.648
H 1.336 -1.587 0.289
H 0.267 -1.521 -0.930
H -1.221 1.921 0.246
```

(18)
Here is 2 unconnected molecules or ions with the total composition C4H6NO in a non-equilibrium geometry from OMol25. Energies are from the ωB97M-V functional and the def2-TZVPD basis.

Properties
**Net charge**: +1
**LUMO energy (spin up / spin down)**: -7.807 / -7.806 eV
**HOMO-LUMO gap (spin up / spin down)**: 6.69 / 6.69 eV
**Highest occupied orbital energy (spin up / spin down)**: -14.5 / -14.5 eV

XYZ file:
```
12
C4H6NO the ωB97M-V functional and the def2-TZVPD basis
C 0.512 1.039 -0.876
C 2.278 -0.333 0.907
C 1.401 0.102 -0.190
C -2.765 -0.291 -0.181
N -0.146 0.107 -0.275
O 2.336 -0.874 -0.428
H 0.297 1.889 -1.375
H 2.879 0.343 1.365
H 1.920 -1.159 1.580
H -2.564 -1.326 -0.255
H -3.241 0.286 -1.027
H -2.908 0.217 0.754
```

(19)
Here is a gas-phase ion, C4H6NO (charge +1) in a non-equilibrium geometry from OMol25. Energies are from the ωB97M-V functional and the def2-TZVPD basis.

Properties
**Expectation value of S²**: 2.0128
**Spin multiplicity**: 3
**Net charge**: +1
**LUMO energy (spin up / spin down)**: -4.457 / -9.413 eV
**HOMO-LUMO gap (spin up / spin down)**: 10.16 / 5.67 eV
**Highest occupied orbital energy (spin up / spin down)**: -14.6 / -15.1 eV

XYZ file:
```
12
C4H6NO the ωB97M-V functional and the def2-TZVPD basis
C 0.682 0.496 0.767
C -0.340 -0.555 0.779
C 0.965 0.857 -0.707
C -1.479 -0.660 0.160
N 0.592 -0.033 -1.454
O 0.381 -0.843 -2.228
H 0.361 1.444 1.227
H 1.577 0.243 1.245
H -1.897 0.199 -0.497
H -0.082 -1.290 1.472
H 1.550 1.595 -1.066
H -2.310 -1.452 0.303
```

(20)
Here is a molecular structure, C4H6NO in a non-equilibrium geometry from OMol25. Energies are from the ωB97M-V functional and the def2-TZVPD basis.

Properties
**Expectation value of S²**: 2.0051
**Spin multiplicity**: 3
**Net charge**: +1
**LUMO energy (spin up / spin down)**: -3.302 / -8.104 eV
**HOMO-LUMO gap (spin up / spin down)**: 8.73 / 8.03 eV
**Highest occupied orbital energy (spin up / spin down)**: -12.0 / -16.1 eV

XYZ file:
```
12
C4H6NO the ωB97M-V functional and the def2-TZVPD basis
C -0.116 -0.034 1.099
C 0.729 0.074 0.071
C -1.239 -0.148 0.010
C 2.155 0.167 -0.153
N -2.567 -0.179 -0.382
O -0.321 -0.080 -0.934
H 0.092 0.059 2.220
H 2.774 -0.573 0.303
H 2.439 1.122 0.219
H 2.300 0.188 -1.216
H -2.879 -0.041 -1.327
H -3.368 -0.555 0.091
```